{
  "formula": "C44H48IrN2OSeTe",
  "method": "ωB97M-V/def2-TZVPD",
  "lumo_energy_ev": [4.05, 4.04],
  "homo_energy_ev": [-0.64, -0.52],
  "e_above_lowest_kj_mol": 0.0,
  "homo_lumo_gap_ha": [0.172, 0.168],
  "spin_multiplicity": 2,
  "total_energy_ha": -4663.84504,
  "charge": -2,
  "species": ["Ir", "C", "C", "C", "C", "C", "C", "Se", "C", "C", "C", "H", "H", "H", "H", "H", "H", "H", "H", "H", "H", "H", "C", "C", "C", "C", "C", "C", "Te", "N", "C", "O", "C", "C", "C", "C", "C", "C", "C", "C", "C", "C", "C", "C", "C", "C", "C", "C", "H", "H", "H", "H", "H", "H", "H", "H", "H", "H", "H", "H", "H", "H", "H", "H", "H", "H", "H", "H", "H", "H", "H", "C", "C", "C", "C", "C", "C", "C", "C", "H", "H", "H", "H", "H", "C", "C", "C", "C", "N", "H", "H", "H", "H", "H", "H", "H", "H", "H"],
  "xyz": [[-1.5129, 1.7115, -1.1078], [3.7734, 2.9265, 5.3199], [2.6927, 2.8807, 4.2771], [1.4078, 2.4544, 4.5847], [0.3896, 2.4896, 3.6491], [-0.9666, 1.9542, 3.9884], [0.6519, 2.9983, 2.3681], [-0.8101, 3.3672, 1.2013], [1.9629, 3.3400, 2.0120], [2.2948, 3.7700, 0.6164], [2.9565, 3.2789, 2.9723], [3.4953, 2.3543, 6.2043], [3.9583, 3.9588, 5.6309], [4.7086, 2.5272, 4.9260], [1.1950, 2.0803, 5.5780], [-0.9462, 1.4070, 4.9292], [-1.2890, 1.2841, 3.1917], [-1.6934, 2.7624, 4.0623], [1.6380, 3.2757, -0.0978], [3.3289, 3.5319, 0.3762], [2.1467, 4.8443, 0.5092], [3.9660, 3.5688, 2.7063], [2.7332, -7.0641, -1.5418], [1.7999, -5.9101, -1.2967], [0.4245, -6.0656, -1.3673], [-0.4347, -5.0045, -1.1197], [-1.9165, -5.2115, -1.2666], [0.0693, -3.7514, -0.7477], [-1.4286, -2.1094, -0.3122], [-2.1260, 0.0653, -0.2030], [-3.2279, -0.1021, 0.5300], [-3.4200, -1.2488, 1.0706], [-4.2224, 0.9390, 0.6797], [-5.4518, 0.6565, 1.3197], [-6.4324, 1.6071, 1.4160], [-6.2431, 2.8917, 0.8927], [-5.0297, 3.1921, 0.2707], [-4.0515, 2.2404, 0.1642], [-0.4474, -1.8103, 1.5418], [0.4289, -0.7432, 1.6921], [1.1815, -0.6009, 2.8409], [1.0525, -1.5277, 3.8646], [0.1164, -2.5460, 3.7499], [-0.6551, -2.6904, 2.6086], [-1.7077, -3.7529, 2.5207], [1.4542, -3.5800, -0.7464], [2.0562, -2.2387, -0.4823], [2.2988, -4.6471, -1.0110], [2.1748, -7.9798, -1.7336], [3.3776, -7.2267, -0.6751], [3.3767, -6.8623, -2.4000], [0.0126, -7.0374, -1.6228], [-2.1420, -6.2477, -1.5252], [-2.3069, -4.5596, -2.0518], [-2.4382, -4.9486, -0.3442], [-5.5929, -0.3400, 1.7170], [-7.3736, 1.3669, 1.9030], [-7.0218, 3.6396, 0.9702], [-4.8584, 4.1856, -0.1243], [-3.1078, 2.5117, -0.3243], [0.5146, -0.0128, 0.8965], [1.8748, 0.2204, 2.9333], [1.6638, -1.4535, 4.7535], [-0.0168, -3.2466, 4.5685], [-1.9388, -4.1643, 3.5035], [-1.3803, -4.5677, 1.8713], [-2.6104, -3.3144, 2.0925], [1.3574, -1.4561, -0.7729], [2.9775, -2.1130, -1.0495], [2.2816, -2.1196, 0.5780], [3.3718, -4.4891, -0.9988], [-0.1554, 0.6724, -2.1068], [0.5439, -0.0465, -2.8035], [1.4406, -0.8493, -3.5345], [2.6509, -0.3135, -4.0168], [3.5541, -1.1086, -4.6799], [3.2911, -2.4612, -4.8892], [2.0968, -3.0031, -4.4156], [1.1818, -2.2159, -3.7596], [2.8576, 0.7339, -3.8412], [4.4873, -0.6860, -5.0389], [4.0063, -3.0832, -5.4128], [1.8953, -4.0580, -4.5583], [0.2603, -2.6417, -3.3861], [0.5294, 4.0572, -3.3669], [-0.8938, 4.3355, -2.8290], [-0.8403, 5.5812, -1.9119], [-1.8293, 4.6392, -4.0261], [-1.3801, 3.2377, -2.1170], [0.9193, 4.9240, -3.9012], [0.5029, 3.1958, -4.0285], [1.1796, 3.8201, -2.5303], [-0.4354, 6.4435, -2.4428], [-0.2175, 5.3545, -1.0516], [-1.8385, 5.8173, -1.5504], [-1.4831, 5.5186, -4.5684], [-2.8411, 4.8153, -3.6669], [-1.8468, 3.7827, -4.6954]]
}